Computed, not measured: 8 unconnected molecules or ions with the total composition C39H44F4O9 at a distorted geometry, with wB97M-V/def2-TZVPD.

Values from the calculation:
SMILES string: COC(=O)OC.COC(=O)OC.COC(=O)OC.Fc1ccccc1.Fc1ccccc1.Fc1ccccc1.Fc1ccccc1.c1ccccc1
Largest force on an atom (eV Å⁻¹): 1.180
Gap between HOMO and LUMO (Ha): 0.3574
Lowest unoccupied orbital energy (eV): 0.56
Highest occupied orbital energy (eV): -9.2

```
! RIJCOSX wB97M-V def2-TZVPD def2/J DEFGRID3
* xyz 0 1
C -10.02 0.01 0.06
O -8.81 -0.65 0.45
C -7.89 -0.71 -0.50
O -7.98 -0.28 -1.61
O -6.82 -1.36 -0.01
C -5.69 -1.38 -0.85
H -10.47 -0.50 -0.79
H -9.81 1.04 -0.21
H -10.69 -0.07 0.91
H -5.89 -1.89 -1.80
H -4.86 -1.88 -0.37
H -5.39 -0.36 -1.09
C 3.39 4.08 -1.13
O 2.87 2.80 -1.50
C 3.79 1.86 -1.74
O 4.96 1.96 -1.52
O 3.16 0.81 -2.27
C 3.97 -0.19 -2.89
H 3.63 4.63 -2.04
H 4.24 4.01 -0.47
H 2.60 4.59 -0.58
H 3.73 -1.15 -2.44
H 5.04 -0.03 -2.73
H 3.75 -0.26 -3.95
C -1.56 -2.11 3.89
O -0.21 -2.50 4.02
C 0.36 -2.39 5.22
O -0.14 -1.90 6.20
O 1.58 -2.91 5.15
C 2.23 -3.08 6.39
H -2.03 -1.94 4.86
H -2.10 -2.92 3.40
H -1.63 -1.19 3.31
H 1.67 -3.74 7.06
H 2.37 -2.13 6.92
H 3.19 -3.53 6.19
F 3.11 6.55 2.73
C 1.92 5.93 2.85
C 1.45 5.59 4.09
C 0.19 4.99 4.18
C -0.52 4.70 3.03
C -0.03 5.06 1.78
C 1.21 5.67 1.69
H 1.99 5.76 5.01
H -0.16 4.61 5.13
H -1.45 4.15 3.13
H -0.60 4.88 0.87
H 1.60 6.02 0.74
F 0.94 0.23 3.94
C 2.14 0.63 3.48
C 2.19 1.67 2.60
C 3.42 2.04 2.05
C 4.57 1.36 2.42
C 4.50 0.37 3.39
C 3.28 -0.04 3.90
H 1.30 2.19 2.28
H 3.45 2.85 1.34
H 5.54 1.64 2.01
H 5.40 -0.11 3.74
H 3.23 -0.81 4.65
F -2.45 -0.92 -5.76
C -1.29 -0.27 -5.99
C -0.47 0.01 -4.93
C 0.65 0.80 -5.16
C 0.97 1.17 -6.45
C 0.23 0.72 -7.53
C -0.94 0.00 -7.29
H -0.78 -0.27 -3.93
H 1.23 1.17 -4.33
H 1.85 1.79 -6.58
H 0.51 0.94 -8.55
H -1.55 -0.30 -8.13
F 1.57 -2.99 -2.52
C 1.30 -4.31 -2.39
C 1.98 -5.21 -3.19
C 1.69 -6.56 -3.10
C 0.74 -6.99 -2.18
C 0.00 -6.06 -1.45
C 0.31 -4.71 -1.52
H 2.66 -4.83 -3.95
H 2.24 -7.25 -3.71
H 0.48 -8.04 -2.11
H -0.76 -6.37 -0.74
H -0.25 -3.99 -0.94
C -2.28 -0.15 0.47
C -1.74 -1.06 -0.43
C -0.61 -0.69 -1.16
C 0.06 0.49 -0.86
C -0.44 1.36 0.10
C -1.64 1.06 0.72
H -3.13 -0.46 1.08
H -2.19 -2.02 -0.61
H -0.19 -1.35 -1.91
H 1.00 0.70 -1.35
H 0.12 2.25 0.36
H -2.08 1.72 1.47
*
```

***

Computed, not measured: 13 unconnected molecules or ions with the total composition C57H73F40N5O11 at a distorted geometry, with wB97M-V/def2-TZVPD.

Values from the calculation:
Largest force on an atom (eV Å⁻¹): 4.614
Gap between HOMO and LUMO (Ha): 0.3862
Lowest unoccupied orbital energy (eV): -0.09
Highest occupied orbital energy (eV): -10.6

```
! RIJCOSX wB97M-V def2-TZVPD def2/J DEFGRID3
* xyz 0 1
C -3.10 5.10 -0.25
C -1.81 5.72 -0.79
C -1.28 6.84 0.10
F -0.14 7.42 -0.26
F -2.18 7.80 0.40
F -0.93 4.73 -1.02
F -2.14 6.27 -1.95
O -3.56 4.08 -1.13
C -4.89 3.57 -0.96
C -5.39 2.62 -2.09
F -4.61 1.55 -2.37
F -6.68 2.36 -2.10
F -4.96 2.99 0.26
F -5.69 4.66 -0.87
H -3.87 5.85 -0.09
H -2.89 4.77 0.77
H -1.09 6.41 1.08
H -5.30 3.28 -2.96
C -3.62 -3.03 3.05
C -4.35 -1.73 2.63
C -4.09 -1.40 1.15
F -4.20 -2.45 0.34
F -4.64 -0.33 0.60
F -5.66 -1.83 2.92
F -3.88 -0.71 3.41
O -2.24 -2.92 2.66
C -1.51 -4.13 2.68
C -0.07 -3.80 2.25
F 0.76 -4.88 2.25
F -0.01 -3.28 1.04
F -1.55 -4.70 3.90
F -2.13 -4.98 1.84
H -4.16 -3.82 2.54
H -3.68 -3.16 4.13
H -3.02 -1.14 1.16
H 0.37 -3.11 2.96
C 3.35 5.04 4.16
C 2.59 4.66 2.88
C 1.03 4.88 3.04
F 0.81 6.13 3.53
F 0.34 4.67 1.94
F 3.03 5.23 1.75
F 2.76 3.32 2.68
O 2.82 4.53 5.38
C 3.48 3.47 6.02
C 2.68 2.93 7.27
F 3.46 2.15 8.05
F 2.26 3.94 7.99
F 3.70 2.46 5.14
F 4.66 3.93 6.47
H 3.38 6.12 4.29
H 4.38 4.69 4.10
H 0.65 4.22 3.82
H 1.85 2.30 6.94
C -1.93 0.89 -0.52
C -1.25 0.44 -1.83
C -1.06 -1.13 -1.92
F -2.27 -1.71 -1.67
F -0.59 -1.59 -3.07
F -1.92 0.82 -2.93
F -0.04 0.98 -2.00
O -1.27 0.38 0.67
C -0.44 1.20 1.44
C 0.15 0.47 2.63
F 1.08 1.12 3.31
F -0.68 -0.20 3.46
F 0.61 1.61 0.70
F -1.12 2.29 1.79
H -2.92 0.43 -0.55
H -2.07 1.97 -0.48
H -0.48 -1.56 -1.10
H 0.72 -0.35 2.18
C -0.29 -7.78 -3.53
C -0.24 -9.16 -4.30
C -1.51 -9.32 -5.14
F -1.75 -10.57 -5.52
F -2.60 -8.73 -4.69
F 0.90 -9.32 -4.97
F -0.20 -10.15 -3.37
O -0.27 -6.61 -4.37
C 0.80 -5.73 -4.26
C 0.60 -4.51 -5.17
F -0.43 -3.75 -4.78
F 1.67 -3.68 -5.23
F 0.97 -5.37 -2.98
F 1.89 -6.38 -4.67
H 0.60 -7.71 -2.91
H -1.16 -7.78 -2.87
H -1.32 -8.74 -6.05
H 0.46 -4.84 -6.20
O 2.77 -1.42 1.63
C 3.88 -1.28 2.08
O 4.52 -2.23 2.75
C 5.82 -1.75 3.10
C 5.81 -0.24 3.03
C 4.72 0.02 1.99
H 6.56 -2.09 2.37
H 6.15 -2.02 4.10
H 6.76 0.18 2.69
H 5.61 0.24 3.99
H 5.16 0.13 1.00
H 4.01 0.83 2.18
O 5.22 -0.75 -1.07
C 4.40 -1.52 -1.57
O 4.65 -2.81 -1.78
C 3.64 -3.47 -2.45
C 2.42 -2.62 -2.07
C 2.98 -1.17 -2.00
H 3.56 -4.51 -2.13
H 3.79 -3.50 -3.53
H 2.05 -2.91 -1.09
H 1.64 -2.67 -2.83
H 2.45 -0.61 -1.23
H 3.01 -0.62 -2.94
O 1.15 -4.21 5.35
C 1.74 -3.22 5.61
O 1.82 -2.23 4.76
C 2.39 -1.06 5.35
C 3.21 -1.65 6.51
C 2.45 -2.93 6.92
H 1.58 -0.41 5.68
H 2.92 -0.51 4.58
H 3.15 -0.99 7.37
H 4.25 -1.74 6.20
H 1.66 -2.72 7.64
H 3.01 -3.80 7.24
C -2.50 4.08 -4.93
C -1.30 5.04 -5.03
C -1.46 6.23 -5.98
C -2.55 7.12 -5.59
N -3.45 7.78 -5.30
H -3.42 4.63 -4.74
H -2.43 3.26 -4.22
H -2.71 3.72 -5.94
H -0.39 4.55 -5.37
H -1.13 5.45 -4.03
H -1.70 5.80 -6.95
H -0.50 6.74 -5.96
C -2.98 -5.24 -3.70
C -3.17 -4.61 -2.36
C -3.89 -5.53 -1.31
C -3.40 -6.89 -1.17
N -3.03 -7.95 -1.07
H -3.92 -5.55 -4.15
H -2.32 -6.10 -3.64
H -2.48 -4.49 -4.31
H -3.69 -3.66 -2.49
H -2.19 -4.38 -1.95
H -4.96 -5.66 -1.48
H -3.85 -5.08 -0.32
C 1.03 1.51 -5.12
C 0.18 0.72 -6.09
C -0.80 1.52 -6.93
C -0.16 2.60 -7.69
N 0.34 3.44 -8.30
H 1.67 2.30 -5.51
H 1.59 0.78 -4.54
H 0.41 2.01 -4.36
H -0.34 -0.05 -5.53
H 0.95 0.32 -6.75
H -1.65 1.84 -6.33
H -1.24 0.83 -7.66
C 2.12 3.62 -1.43
C 3.26 2.60 -1.56
C 4.54 3.17 -1.00
C 4.95 4.46 -1.57
N 5.24 5.48 -2.01
H 1.82 3.83 -0.40
H 1.22 3.33 -1.99
H 2.36 4.60 -1.84
H 3.26 2.35 -2.63
H 2.98 1.72 -0.98
H 5.38 2.48 -0.97
H 4.33 3.43 0.04
C -1.51 2.43 5.79
C -2.30 1.08 5.59
C -3.46 0.86 6.58
C -4.68 1.63 6.17
N -5.59 2.23 5.80
H -2.16 3.29 5.61
H -0.70 2.55 5.06
H -1.05 2.51 6.77
H -1.55 0.32 5.81
H -2.61 1.00 4.55
H -3.18 1.13 7.60
H -3.76 -0.19 6.58
*
```

***

Computed, not measured: a molecular structure, C52H35I4MoN4OSTe, with wB97M-V/def2-TZVPD.

Values from the calculation:
Energy relative to the best compared isomer or geometry (same formula, charge and spin) (kJ/mol): 7.5
Largest force on an atom (eV Å⁻¹): 0.564
Gap between HOMO and LUMO (Ha): 0.1871
Lowest unoccupied orbital energy (eV): -4.64
Highest occupied orbital energy (eV): -9.7

```
! RIJCOSX wB97M-V def2-TZVPD def2/J DEFGRID3
* xyz 1 1
Mo -1.41 -1.00 0.10
I -3.52 5.89 7.05
C -3.09 4.47 5.59
C -3.39 3.13 5.82
C -3.10 2.19 4.84
C -2.51 2.57 3.64
C -2.22 3.91 3.43
C -2.51 4.86 4.39
C -2.21 1.54 2.60
C -2.91 1.54 1.42
C -3.94 2.53 1.10
C -4.57 2.11 0.01
C -4.00 0.81 -0.34
C -4.67 -0.09 -1.11
C -5.95 0.30 -1.79
C -7.12 0.46 -1.05
C -8.31 0.80 -1.68
C -8.33 0.99 -3.06
I -10.11 1.50 -4.01
C -7.17 0.83 -3.80
C -5.98 0.49 -3.16
C -4.26 -1.44 -1.26
N -3.10 -1.95 -0.87
C -2.99 -3.23 -1.45
C -1.74 -3.70 -1.64
C -1.32 -4.98 -2.19
C -2.14 -6.11 -2.13
C -1.72 -7.31 -2.66
C -0.47 -7.40 -3.26
I 0.16 -9.22 -4.06
C 0.36 -6.30 -3.32
C -0.06 -5.10 -2.78
C -0.75 -2.68 -1.22
C -0.52 -1.51 -2.03
C -0.43 -0.28 -1.37
C 0.52 -1.96 0.55
N -0.28 -2.92 0.03
C 0.77 -2.13 2.00
C 0.13 -1.17 2.71
C 0.29 -0.64 4.03
C -0.53 0.43 4.13
C -1.26 0.54 2.88
N -0.85 -0.42 2.02
C 1.52 -3.26 2.55
C 1.30 -3.68 3.87
C 2.01 -4.73 4.41
C 2.94 -5.40 3.63
I 4.02 -6.99 4.43
C 3.14 -5.04 2.30
C 2.42 -3.99 1.77
C -4.26 -3.56 -2.05
C -5.03 -2.46 -1.97
N -2.88 0.57 0.45
H -3.85 2.83 6.75
H -3.35 1.15 5.02
H -1.76 4.22 2.50
H -2.28 5.90 4.22
H -4.15 3.41 1.69
H -5.40 2.57 -0.50
H -7.11 0.31 0.02
H -9.21 0.92 -1.10
H -7.18 0.98 -4.87
H -5.08 0.37 -3.75
H -3.09 -6.06 -1.62
H -2.36 -8.19 -2.60
H 1.34 -6.37 -3.77
H 0.60 -4.24 -2.81
H -0.72 -1.60 -3.09
H -0.17 0.69 -1.78
H 1.01 -0.99 4.76
H -0.62 1.11 4.96
H 0.54 -3.20 4.47
H 1.83 -5.04 5.43
H 3.84 -5.58 1.69
H 2.59 -3.71 0.73
H -4.49 -4.48 -2.57
H -6.01 -2.30 -2.38
Te 2.24 -1.16 -0.54
C 3.69 -0.90 0.95
C 5.00 -0.80 0.58
C 5.86 -0.45 1.66
C 5.19 -0.30 2.83
S 3.51 -0.56 2.62
H 5.35 -0.97 -0.43
H 6.93 -0.34 1.57
H 5.58 -0.06 3.80
C 3.22 2.87 1.16
C 2.30 3.00 2.39
C 0.92 3.18 1.77
O 0.96 2.40 0.58
C 2.23 2.71 -0.01
H 3.88 2.01 1.25
H 3.84 3.75 1.02
H 2.57 3.83 3.04
H 2.32 2.08 2.98
H 0.74 4.23 1.51
H 0.11 2.82 2.39
H 2.14 3.64 -0.58
H 2.48 1.90 -0.69
*
```